Below is 2 unconnected molecules or ions with the total composition C8H10ClN2O3P at a distorted geometry, with properties calculated with ωB97M-V/def2-TZVPD.

Structure (XYZ):
```
25
Properties=species:S:1:pos:R:3
C 3.87712 -1.03261 2.03903
C 3.60999 0.26922 2.33572
N 2.27911 0.69051 2.26660
C 1.62345 0.53333 1.01730
O 2.12974 0.55311 -0.05341
O 0.25478 0.44497 1.17332
P -0.50031 -0.87282 1.86900
O 0.02962 -0.92801 3.40050
Cl 0.37394 -2.57143 1.08986
H 4.55649 -1.32243 1.24747
H 3.35388 -1.80345 2.59656
H 4.35199 0.95815 2.73353
H 2.11362 1.61557 2.64940
H 0.40179 -0.07631 3.66628
C -2.51258 1.48996 -2.34701
C -1.61294 0.61367 -1.76242
C -1.74108 -0.74097 -2.03129
N -2.68664 -1.24986 -2.81905
C -3.54478 -0.39548 -3.37130
C -3.50163 0.97646 -3.17055
H -2.44427 2.55483 -2.16400
H -0.82467 0.96806 -1.11360
H -1.05559 -1.46073 -1.59633
H -4.30539 -0.83603 -4.00691
H -4.22562 1.62227 -3.64868
```

Computed properties:
SMILES string: C=CNC(=O)OP(O)Cl.c1ccncc1
2S+1: 1
frontier orbital gap: 8.59 eV
maximum force: 1.80 eV/A
total charge: 0
HOMO: -8.49 eV

=====

Below is a single C8H10ClNO molecule at a distorted geometry, with properties calculated with ωB97M-V/def2-TZVPD.

Structure (XYZ):
```
21
Properties=species:S:1:pos:R:3
O -2.49720 -1.13940 1.95551
C -1.81699 -0.19727 1.72074
Cl -2.49441 1.45600 1.33582
N -0.47810 -0.06370 1.74761
C 0.50924 -0.84950 1.08400
C 0.09392 -1.76199 -0.08324
C -0.60010 -0.90091 -1.05643
C -0.21086 0.54397 -0.82897
C 1.13608 1.16769 -1.29366
C 1.37781 1.64814 0.15623
C 0.38986 0.55393 0.52376
H 1.31989 -1.21662 1.73022
H -0.44306 -2.73037 0.16826
H 1.03047 -2.01927 -0.43567
H -0.42468 -1.18559 -2.08950
H -1.82093 -0.86647 -0.95380
H -1.04870 1.25129 -0.91877
H 1.05671 1.92894 -2.16977
H 1.73885 0.32702 -1.51925
H 2.33209 1.57134 0.50080
H 0.85014 2.48276 0.42611
```

Computed properties:
SMILES string: O=C(Cl)N1[C@H]2CC[C@@H]3CC[C@@]321
2S+1: 1
frontier orbital gap: 10.76 eV
maximum force: 4.82 eV/A
total charge: 0
HOMO: -9.97 eV

=====

Below is a single C8H10ClNO2 molecule at a distorted geometry, with properties calculated with ωB97M-V/def2-TZVPD.

Structure (XYZ):
```
22
Properties=species:S:1:pos:R:3
C 3.55864 0.32322 0.18117
C 2.28151 -0.48310 -0.00993
O 2.12362 -1.71202 0.01439
N 1.19727 0.32535 -0.16737
C -0.23835 -0.13732 -0.29873
Cl -0.52157 -0.58381 -2.08937
C -0.52704 -1.25198 0.60732
C -1.82089 -1.48783 0.82128
C -2.91230 -0.68989 0.27982
C -2.68732 0.55291 -0.17717
C -1.23782 0.99087 -0.10720
O -0.91526 2.12864 -0.90503
H 3.34585 1.38530 -0.01938
H 3.80326 0.22115 1.21381
H 4.42921 -0.20387 -0.37711
H 1.43328 1.35561 -0.19539
H 0.40715 -1.80869 0.87907
H -2.26293 -2.18798 1.61063
H -3.94492 -1.21000 0.23551
H -3.49547 1.12962 -0.47689
H -1.20568 1.38800 0.86656
H -0.81024 1.95584 -1.88597
```

Computed properties:
SMILES string: CC(=O)N[C@@]1(Cl)C=CC=C[C@@H]1O
2S+1: 1
frontier orbital gap: 9.29 eV
maximum force: 3.28 eV/A
total charge: 0
HOMO: -9.03 eV

=====

Below is a molecular structure, C8H10ClNO4Tl at a distorted geometry, with properties calculated with ωB97M-V/def2-TZVPD.

Structure (XYZ):
```
25
Properties=species:S:1:pos:R:3
C -0.48932 1.61956 1.60103
C -0.54564 2.20299 0.30486
C 0.67655 1.97640 -0.35809
C 1.52411 1.21263 0.50423
C 0.79197 1.00722 1.75670
Tl 0.65555 -1.10167 0.35455
C -1.66211 -0.51063 -1.77306
C -2.26221 -0.82092 -0.53071
C -3.59342 -0.61441 -0.09432
N -1.50432 -1.42558 0.39767
H 0.94155 2.32590 -1.35317
H -1.39361 2.76834 -0.08197
H 2.55591 0.93757 0.32838
H 1.18902 0.54228 2.65362
H -1.27345 1.64915 2.35056
H -2.19937 0.08643 -2.51013
H -1.90967 -1.38865 1.35003
H -0.62822 -0.87148 -1.98066
H -4.26009 -0.09609 -0.76066
H -3.88722 -0.99739 0.88881
O 4.35488 -0.63588 -0.11553
Cl 3.50957 -1.69614 -0.63961
O 4.20821 -2.75603 -1.30465
O 2.72296 -2.30940 0.56477
O 2.47838 -1.10419 -1.55265
```

Computed properties:
2S+1: 1
frontier orbital gap (alpha / beta): 6.74 / 5.84 eV
maximum force: 3.20 eV/A
total charge: -1
HOMO (alpha / beta): -4.33 / -3.22 eV

=====

Below is a molecular structure, C8H10ClNPt at a distorted geometry, with properties calculated with ωB97M-V/def2-TZVPD.

Structure (XYZ):
```
21
Properties=species:S:1:pos:R:3
C -1.34565 1.30995 1.38926
C -0.22308 2.16300 1.07202
C 0.97579 1.52180 1.59591
C 0.57186 0.29747 2.23483
C -0.84432 0.17473 2.10401
Pt 0.09507 0.24406 -0.14246
C 0.73519 1.43654 -1.91340
C -0.63344 1.35428 -1.76610
C -1.86906 1.61902 -2.21782
N -1.41459 -0.90671 -0.32932
H 1.98400 1.95138 1.59185
H -0.25923 3.12547 0.56653
H 1.23658 -0.37206 2.77816
H -1.44087 -0.62795 2.52365
H -2.37249 1.51546 1.14161
H 1.28364 2.29729 -1.50226
H -1.99686 -1.39603 -1.01954
H 1.22697 0.71104 -2.57289
H -1.93246 2.29067 -3.08136
H -2.76627 1.15765 -1.79464
Cl 2.32058 -0.81409 -0.17850
```

Computed properties:
2S+1: 5
frontier orbital gap (alpha / beta): 7.35 / 6.50 eV
maximum force: 2.63 eV/A
⟨S²⟩: 6.025
total charge: 0
HOMO (alpha / beta): -6.93 / -8.43 eV

=====

Below is a single C8H10ClOPS molecule at a distorted geometry, with properties calculated with ωB97M-V/def2-TZVPD.

Structure (XYZ):
```
22
Properties=species:S:1:pos:R:3
C 2.34824 1.18727 -1.89636
C 2.15414 0.20551 -0.90860
C 1.34920 2.07301 -2.20577
C 1.10006 0.31695 -0.04154
C 0.16825 2.09305 -1.40598
C 0.10020 1.23155 -0.36283
C -2.71322 -1.11225 1.75773
C -1.40268 -0.79565 1.12771
O -1.16305 1.30491 3.79775
P -1.40128 1.04715 0.74669
S -0.24818 1.65489 2.70792
Cl -0.32521 3.68883 2.33814
H 3.18277 0.97452 -2.50929
H 2.91979 -0.42603 -0.70728
H 1.53584 2.91205 -2.89480
H 0.91683 -0.18710 0.84215
H -0.63184 2.75765 -1.67298
H -2.82999 -0.33076 2.60295
H -3.41416 -0.96026 0.93662
H -2.61582 -2.07337 2.08480
H -1.10857 -1.24681 0.19856
H -0.69744 -0.94987 1.88904
```

Computed properties:
2S+1: 3
frontier orbital gap (alpha / beta): 5.73 / 6.44 eV
maximum force: 3.91 eV/A
⟨S²⟩: 2.009
total charge: 0
HOMO (alpha / beta): -5.75 / -9.30 eV

=====

Below is a molecular structure, C8H10F15FeO16S4 at a distorted geometry, with properties calculated with ωB97M-V/def2-TZVPD.

Structure (XYZ):
```
54
Properties=species:S:1:pos:R:3
Fe -0.77461 0.26048 0.83591
C -1.65674 4.44913 -1.02584
F -1.35653 3.64691 -2.06598
F -0.51093 5.16748 -0.62270
F -2.60794 5.32849 -1.43686
S -2.39462 3.38811 0.45370
O -1.55365 2.19826 0.44573
O -2.46295 4.08116 1.75151
O -3.76953 3.01253 0.10705
C -3.19676 -2.78489 3.69921
F -2.33677 -3.18083 4.59794
F -4.14363 -3.75219 3.73020
F -3.66286 -1.56178 4.10295
S -2.38004 -2.55973 1.88298
O -3.44059 -2.59607 0.87551
O -1.70125 -1.25639 1.76920
O -1.46383 -3.73445 1.82543
C 3.35189 -1.87212 2.50461
F 3.74733 -0.63708 2.77068
F 3.57837 -2.05496 1.16411
F 3.91442 -2.81697 3.23653
S 1.45501 -2.00951 2.85121
O 1.34391 -1.72422 4.29093
O 0.85917 -0.93420 2.05252
O 0.95489 -3.37804 2.52058
C -0.42786 -2.84495 -2.57237
F 0.56169 -3.33778 -3.33135
F -1.01634 -1.73783 -3.04629
F -1.38266 -3.74229 -2.17645
S 0.48359 -2.52955 -0.89366
O 0.30793 -3.66865 -0.00260
O 1.90478 -2.43419 -1.19606
O -0.12660 -1.32717 -0.31574
C 1.90432 1.67915 -0.86103
O 1.56362 1.03511 -2.05893
O 0.96885 1.29041 0.10166
C 3.42911 1.53150 -0.67572
F 3.98825 2.56933 0.07297
F 3.80994 0.39572 -0.04377
F 4.14967 1.45484 -1.81855
C 1.47594 1.85126 -3.29341
C 0.94809 1.01665 -4.53059
H 0.76802 0.00483 -4.16742
H -0.00562 1.33771 -4.94948
H 1.75020 1.15547 -5.25547
H 2.50242 2.13082 -3.53064
H 0.91890 2.77970 -3.16765
H 1.75118 2.75808 -0.88437
O -2.29285 -0.08353 -0.59667
H -3.13955 0.17629 -0.23359
H -2.48109 -0.30745 -1.50808
O -0.69436 1.10382 2.60602
H -1.41679 1.34502 3.18580
H 0.00561 1.71842 2.82632
```

Computed properties:
2S+1: 6
frontier orbital gap (alpha / beta): 7.58 / 5.95 eV
maximum force: 5.44 eV/A
⟨S²⟩: 8.758
total charge: -2
HOMO (alpha / beta): -3.30 / -3.28 eV

=====

Below is a molecular structure, C8H10F2INO8 at a distorted geometry, with properties calculated with ωB97M-V/def2-TZVPD.

Structure (XYZ):
```
30
Properties=species:S:1:pos:R:3
C 1.67632 -1.44059 -1.51877
N 2.25481 -1.63855 -0.16555
C 3.56720 -2.07474 -0.24492
O 3.94306 -3.17577 -0.13347
O 4.44273 -1.08662 -0.53055
I 4.14321 0.59593 0.51193
H 1.03730 -2.25610 -1.80620
H 1.16074 -0.50027 -1.58747
H 2.48157 -1.39674 -2.23184
H 1.71942 -2.29990 0.37089
C -0.39612 3.56366 2.49828
C 0.62214 4.11287 1.53016
O 1.26204 2.94116 1.05274
C 0.34873 1.92270 1.13527
O 0.45148 0.87673 0.59928
O -0.69939 2.29191 1.91791
F 1.53798 4.89794 2.14889
H 0.03065 3.42141 3.49199
H -1.28994 4.17736 2.57428
H 0.19573 4.65889 0.68724
C -3.73166 -2.12169 -0.76607
C -2.25257 -2.38977 -0.63393
O -1.69664 -1.54855 -1.62862
C -2.54918 -0.49045 -1.78686
O -2.27914 0.51568 -2.34356
O -3.74753 -0.76020 -1.20624
F -1.94158 -3.67964 -0.91717
H -4.18823 -2.75821 -1.52517
H -4.27296 -2.23205 0.16998
H -1.83014 -2.12642 0.33755
```

Computed properties:
2S+1: 1
frontier orbital gap: 8.36 eV
maximum force: 3.00 eV/A
total charge: 0
HOMO: -9.05 eV

=====

Below is a molecular structure, C8H10F5NOScTe at a distorted geometry, with properties calculated with ωB97M-V/def2-TZVPD.

Structure (XYZ):
```
27
Properties=species:S:1:pos:R:3
C -0.12921 1.55527 -1.92037
C 0.38939 0.32526 -2.46946
C 1.66464 0.06084 -1.84898
C 1.93059 1.13036 -0.90718
C 0.81866 2.04961 -0.95525
Sc 0.10910 -0.11189 -0.05101
C -0.96443 -2.15827 -0.81801
C -2.01474 -1.33600 -0.97141
C -3.17052 -0.80699 -1.28649
N -1.51296 0.68626 0.82993
H 2.31321 -0.78760 -2.05145
H -0.10255 -0.29424 -3.21379
H 2.80545 1.21142 -0.27384
H 0.70573 2.94287 -0.34836
H -1.08691 2.00981 -2.17730
H -0.24528 -2.33947 -1.65391
H -2.32479 1.11119 1.26970
H -0.78879 -2.73234 0.11285
H -3.96277 -1.37857 -1.77211
H -3.37917 0.26356 -1.07364
F -0.30435 -0.03693 4.17872
Te 1.22080 -0.27743 3.08298
F 2.29795 0.72204 4.43457
F 1.68510 -1.88992 3.91686
F 0.87096 1.52335 2.24897
F 2.85918 -0.35621 1.98704
O 0.31570 -1.08596 1.73097
```

Computed properties:
2S+1: 1
frontier orbital gap (alpha / beta): 8.41 / 4.98 eV
maximum force: 3.38 eV/A
total charge: -1
HOMO (alpha / beta): -6.07 / -2.64 eV